#a
One molecule with the formula C6H8O2. Source: the Open Molecules 2025 dataset; level of theory: ωB97M-V/def2-TZVPD.

```
16
Properties=species:S:1:pos:R:3:lowdin_charge:R:1
O 0.541 -0.290 -1.822 -0.024
O -1.468 0.832 -1.890 0.018
C 0.197 0.145 1.568 -0.219
C -0.572 0.161 -2.431 -0.302
C -1.074 -0.596 1.128 -0.066
C 0.369 -1.094 0.722 -0.161
C 0.740 1.227 0.539 0.018
C 0.881 -0.196 -0.400 -0.179
H -1.806 -1.322 1.759 0.144
H 0.408 0.178 2.592 0.103
H -0.492 -0.020 -3.606 0.174
H 1.548 1.899 0.644 0.085
H 2.031 -0.275 -0.403 0.162
H -1.793 -0.295 0.357 0.077
H -0.111 1.749 0.312 0.053
H 0.600 -2.104 0.932 0.114
```

Results
- LUMO energy (eV) = 0.98
- frontier orbital gap (eV) = 11.058
- net charge = 0
- SMILES = O=CO[C@H]1C[C@H]2C[C@H]21
- highest occupied orbital energy (eV) = -10.07

---

#b
One molecule with the formula C6H8O2. Source: the Open Molecules 2025 dataset; level of theory: ωB97M-V/def2-TZVPD.

```
16
Properties=species:S:1:pos:R:3:lowdin_charge:R:1
O -1.285 2.059 0.001 0.013
O 0.516 -2.204 -1.044 0.007
C -0.359 0.068 -0.869 -0.228
C 0.660 -0.974 -0.609 -0.253
C -1.049 0.350 1.514 -0.022
C -0.824 0.836 0.120 -0.400
C -0.741 0.006 -2.176 0.207
C 1.773 -0.485 0.537 0.011
H -0.162 0.703 1.865 0.007
H -1.279 -0.664 1.768 0.092
H -0.523 -0.731 -2.783 0.025
H 2.244 0.503 0.136 0.110
H -1.494 1.212 2.296 0.178
H -1.290 0.772 -2.783 0.118
H 1.299 -0.219 1.584 0.096
H 2.514 -1.233 0.442 0.039
```

Results
- LUMO energy (eV) = -0.72
- frontier orbital gap (eV) = 9.070
- net charge = 0
- SMILES = C=C(C(C)=O)C(C)=O
- highest occupied orbital energy (eV) = -9.79

---

#c
C6H8O2 as an isolated structure. Source: the Open Molecules 2025 dataset; level of theory: ωB97M-V/def2-TZVPD.

```
16
Properties=species:S:1:pos:R:3:lowdin_charge:R:1
O 0.097 1.720 -0.224 -0.007
O 0.833 -0.124 0.687 -0.083
C 0.740 1.078 -1.137 -0.330
C -0.465 0.572 0.411 -0.342
C 0.311 -1.235 0.028 -0.326
C -0.986 -1.400 0.737 -0.034
C 0.332 -0.508 -1.498 -0.031
C -1.149 -0.180 1.510 0.093
H 1.920 1.030 -1.402 0.160
H 0.425 1.614 -1.996 0.098
H 1.191 -1.941 0.169 0.166
H -0.620 -0.594 -2.123 0.116
H -1.840 -0.165 2.424 0.132
H -1.481 -2.336 1.259 0.138
H 1.383 -0.852 -1.942 0.133
H -1.111 0.524 -0.403 0.115
```

Results
- LUMO energy (eV) = 0.34
- frontier orbital gap (eV) = 9.152
- net charge = 0
- highest occupied orbital energy (eV) = -8.82

---

#d
One molecule with the formula C6H8O2. Source: the Open Molecules 2025 dataset; level of theory: ωB97M-V/def2-TZVPD.

```
16
Properties=species:S:1:pos:R:3:lowdin_charge:R:1
O 0.532 1.242 1.232 0.070
O -2.553 1.833 -0.335 0.197
C 0.757 0.531 0.282 -0.443
C 2.096 0.498 -0.417 -0.011
C -0.242 -0.741 -0.055 -0.263
C -1.876 1.017 -0.808 -0.139
C -0.800 0.236 -1.033 -0.112
C -1.102 -1.109 1.129 -0.061
H 0.264 -1.577 -0.538 0.135
H 2.795 -0.042 0.228 0.095
H -1.420 -0.221 1.672 0.081
H -0.433 0.201 -2.047 0.120
H -0.537 -1.734 1.818 0.084
H 2.472 1.513 -0.551 0.087
H -1.999 -1.636 0.799 0.085
H 2.045 -0.013 -1.378 0.076
```

Results
- LUMO energy (eV) = 0.63
- frontier orbital gap (eV) = 8.964
- net charge = 0
- SMILES = CC(=O)[C@@H](C)C=C=O
- highest occupied orbital energy (eV) = -8.33

---

The structure shown above that is most stable: #d.